No. 1
This record from the Open Molecules 2025 dataset describes one molecule with the formula C7H14N2. The level of theory is wB97M-V/def2-TZVPD.

Structure (ORCA input):
```
! wB97M-V def2-TZVPD RIJCOSX def2/J DEFGRID3
* xyz 0 1
C 0.544 2.047 0.531
C -1.342 0.371 1.041
C -0.868 -1.672 -2.356
C 1.529 1.868 1.665
N -0.221 0.677 0.158
C 0.455 -0.239 -0.566
C -0.391 -1.604 -0.946
C -0.512 -2.563 -0.027
N 1.575 -0.155 -1.180
H 2.046 0.726 -1.001
H 1.027 2.437 -0.368
H -0.232 2.768 0.804
H -1.719 1.277 1.524
H -1.040 -0.318 1.835
H -2.174 -0.050 0.470
H -1.568 -0.856 -2.563
H -1.382 -2.618 -2.564
H -0.029 -1.591 -3.053
H -0.947 -3.528 -0.272
H -0.108 -2.453 0.975
H 2.321 1.159 1.405
H 2.004 2.822 1.921
H 1.033 1.494 2.567
*
```

Calculated values
Total energy ... -384.5761 Eh
Highest occupied orbital energy ... -8.58 eV
Energy relative to the best compared isomer or geometry (same formula, charge and spin) ... 1.5185 eV
LUMO ... 0.88 eV
SMILES string ... [H]/N=C(/C(=C)C)N(C)CC


No. 2
This record from the Open Molecules 2025 dataset describes C28H61InN3O4 as an isolated structure. The level of theory is wB97M-V/def2-TZVPD.

Structure (ORCA input):
```
! wB97M-V def2-TZVPD RIJCOSX def2/J DEFGRID3
* xyz -1 1
In 7.766 0.186 -0.383
C 7.718 1.563 -2.168
C 6.256 1.925 -2.526
C 5.788 3.296 -1.975
C 4.618 3.089 -0.998
C 3.961 4.385 -0.478
C 3.738 4.402 1.053
C 2.259 4.481 1.449
C 1.592 3.085 1.354
C 0.119 3.153 0.964
C -0.663 1.876 1.276
C -2.035 1.880 0.534
C -1.974 1.102 -0.797
N -2.476 1.869 -1.924
C -1.876 2.032 -3.142
C -2.650 2.829 -3.936
C -3.807 3.182 -3.156
C -3.643 2.570 -1.944
H 7.884 1.097 1.155
H 9.079 -1.032 -0.518
H 6.210 -0.726 -0.357
H 8.147 0.995 -2.996
H 8.327 2.440 -1.946
H 6.074 1.879 -3.607
H 5.609 1.156 -2.094
H 6.619 3.771 -1.452
H 5.481 3.947 -2.798
H 5.008 2.470 -0.189
H 3.876 2.484 -1.527
H 4.543 5.254 -0.788
H 2.989 4.489 -0.970
H 4.136 3.498 1.518
H 4.308 5.227 1.491
H 1.721 5.217 0.849
H 2.212 4.795 2.498
H 2.162 2.514 0.614
H 1.739 2.585 2.313
H 0.062 3.341 -0.112
H -0.346 3.979 1.507
H -0.863 1.808 2.346
H -0.121 0.986 0.952
H -2.321 2.915 0.355
H -2.767 1.412 1.194
H -2.581 0.202 -0.699
H -0.945 0.814 -0.997
H -0.932 1.601 -3.440
H -2.427 3.139 -4.942
H -4.626 3.811 -3.457
H -4.357 2.668 -1.140
C 0.356 -5.523 -3.262
O 0.023 -4.912 -2.032
C 1.070 -4.942 -1.065
C 1.581 -3.547 -0.775
N 2.304 -3.003 -1.916
C 2.667 -1.592 -1.783
C 1.526 -0.580 -1.729
O 0.786 -0.466 -2.938
C -0.247 -1.416 -3.116
H -0.544 -5.536 -3.875
H 1.134 -4.966 -3.796
H 0.695 -6.553 -3.114
H 1.887 -5.589 -1.396
H 0.653 -5.365 -0.146
H 2.259 -3.590 0.082
H 0.716 -2.930 -0.490
H 1.741 -3.119 -2.748
H 3.298 -1.335 -2.635
H 3.288 -1.472 -0.891
H 1.971 0.404 -1.555
H 0.846 -0.767 -0.886
H -0.688 -1.727 -2.164
H 0.112 -2.298 -3.654
H -1.029 -0.953 -3.721
C -3.861 -1.824 0.938
O -4.086 -0.999 2.067
C -5.412 -0.495 2.167
C -6.110 -1.063 3.385
N -6.381 -2.485 3.220
C -6.870 -3.150 4.424
C -5.933 -3.235 5.625
O -4.801 -4.057 5.418
C -3.675 -3.417 4.842
H -2.795 -2.045 0.902
H -4.409 -2.769 1.005
H -4.145 -1.309 0.016
H -5.981 -0.709 1.258
H -5.343 0.592 2.275
H -7.058 -0.536 3.529
H -5.473 -0.856 4.256
H -5.534 -2.947 2.916
H -7.138 -4.172 4.144
H -7.795 -2.656 4.740
H -6.493 -3.699 6.442
H -5.624 -2.245 5.982
H -3.611 -2.367 5.137
H -3.683 -3.487 3.751
H -2.784 -3.933 5.201
*
```

Calculated values
Total energy ... -1758.6420 Eh
Highest occupied orbital energy ... -4.22 eV
LUMO ... 1.95 eV


No. 3
This record from the Open Molecules 2025 dataset describes C20H47OP2S5V as an isolated structure. The level of theory is wB97M-V/def2-TZVPD.

Structure (ORCA input):
```
! wB97M-V def2-TZVPD RIJCOSX def2/J DEFGRID3
* xyz 1 4
V -0.107 -0.662 0.347
C 1.163 2.174 2.543
C 1.071 3.464 1.732
S -0.174 3.380 0.426
C 0.339 4.734 -0.652
C -0.581 4.775 -1.862
S -0.828 3.205 -2.729
C 0.839 2.816 -3.318
C 1.217 1.347 -3.181
S 1.315 0.665 -1.513
C 2.555 1.714 -0.731
C 2.963 1.125 0.615
S 1.597 0.622 1.695
H 0.226 1.955 3.055
H 1.928 2.303 3.313
H 2.047 3.700 1.300
H 0.845 4.264 2.442
H 1.377 4.598 -0.961
H 0.281 5.697 -0.142
H -0.236 5.538 -2.564
H -1.587 5.062 -1.550
H 1.565 3.437 -2.796
H 0.907 3.074 -4.378
H 2.196 1.194 -3.642
H 0.515 0.695 -3.702
H 2.187 2.727 -0.607
H 3.432 1.740 -1.384
H 3.578 1.836 1.171
H 3.570 0.231 0.467
C 0.919 -4.069 -1.368
P 1.525 -2.632 -0.416
C 3.110 -2.344 -1.263
C 2.002 -3.428 1.172
C 0.730 -3.821 1.927
P -0.358 -2.341 2.115
C -1.993 -3.064 2.462
C 0.141 -1.760 3.775
H 1.673 -4.859 -1.361
H 0.720 -3.755 -2.391
H -0.001 -4.474 -0.956
H 3.689 -3.267 -1.324
H 3.697 -1.590 -0.740
H 2.914 -1.975 -2.268
H 2.572 -2.699 1.757
H 2.652 -4.291 1.007
H 0.954 -4.254 2.906
H 0.180 -4.582 1.369
H -1.920 -3.832 3.236
H -2.424 -3.508 1.567
H -2.664 -2.281 2.806
H -0.062 -2.537 4.516
H -0.409 -0.863 4.044
H 1.206 -1.530 3.784
C -3.385 1.639 0.192
C -3.157 0.385 1.031
C -4.142 0.375 2.199
C -1.699 0.314 1.509
H -4.362 1.642 -0.295
H -2.612 1.784 -0.564
H -3.342 2.513 0.844
H -3.393 -0.503 0.423
H -3.923 1.203 2.874
H -4.077 -0.546 2.779
H -5.172 0.481 1.865
H -1.747 -0.104 2.527
H -1.421 1.355 1.704
C -2.492 -2.838 -1.339
S -1.511 -1.368 -1.621
C -2.779 -0.361 -2.376
O -0.547 -1.668 -2.720
H -2.719 -3.257 -2.317
H -3.400 -2.577 -0.804
H -1.908 -3.544 -0.757
H -3.632 -0.226 -1.727
H -3.042 -0.890 -3.290
H -2.332 0.600 -2.608
*
```

Calculated values
Total energy ... -4482.9224 Eh
Highest occupied orbital energy (spin up / spin down) ... -9.89 / -10.38 eV
LUMO (spin up / spin down) ... -1.86 / -1.99 eV


No. 4
This record from the Open Molecules 2025 dataset describes C2H5BrN4 as an isolated structure. The level of theory is wB97M-V/def2-TZVPD.

Structure (ORCA input):
```
! wB97M-V def2-TZVPD RIJCOSX def2/J DEFGRID3
* xyz 0 1
C -0.530 -0.039 0.106
C 0.057 -0.572 -0.982
N -0.594 -0.524 1.382
N -1.282 1.175 0.366
N -1.446 0.579 1.699
N 2.602 -0.124 0.444
Br 1.753 -0.016 1.953
H 0.801 -1.392 -0.893
H -0.031 -0.323 -2.047
H -2.162 1.522 0.053
H -1.294 1.275 2.418
H 3.277 -0.926 0.347
*
```

Calculated values
Total energy ... -2871.9728 Eh
Highest occupied orbital energy (spin up / spin down) ... -8.41 / -7.84 eV
Energy relative to the best compared isomer or geometry (same formula, charge and spin) ... 1.5856 eV
LUMO (spin up / spin down) ... -0.56 / -0.55 eV


No. 5
This record from the Open Molecules 2025 dataset describes a 17-piece molecular cluster, H33O17 overall. The level of theory is wB97M-V/def2-TZVPD.

Structure (ORCA input):
```
! wB97M-V def2-TZVPD RIJCOSX def2/J DEFGRID3
* xyz -1 1
O -1.644 -1.798 -1.625
H -2.395 -2.425 -1.589
H -1.600 -1.175 -0.721
O -0.526 1.113 2.434
H -0.098 1.396 1.100
H -1.354 0.715 2.186
O -0.363 2.916 -1.912
H 0.000 3.551 -1.265
H -0.835 2.137 -1.453
O -2.660 4.138 -0.881
H -2.369 3.663 -1.666
H -3.492 4.549 -1.108
O 2.151 1.938 4.337
H 1.874 1.760 3.435
O -0.452 -0.769 4.346
H -1.260 -3.030 -4.530
H -0.410 -1.328 3.574
O -2.532 -0.273 0.109
H -1.709 0.248 0.121
H -2.218 -0.998 0.782
O -3.235 -1.202 -3.769
H -3.054 -1.035 -2.866
H 2.344 2.883 4.439
O 1.218 -2.022 -0.402
H 1.019 -2.016 0.538
H 0.861 -1.201 -0.744
O 2.117 3.029 -4.633
H 2.823 2.747 -4.068
H 1.240 3.104 -4.255
O -0.162 1.301 -0.004
H 0.654 1.770 -0.291
H 1.859 -0.271 3.069
O 3.326 -3.085 0.990
H 2.473 -3.025 0.512
H 3.400 -2.700 1.852
O 1.774 0.198 2.239
H 0.761 0.442 2.172
H -0.506 0.053 3.758
O -3.901 3.341 2.568
H -3.001 3.591 2.765
H -3.964 3.814 1.705
O -0.561 -2.562 -5.060
H 0.182 -2.941 -4.508
H -2.473 -1.173 -4.348
O 5.415 -0.916 -0.317
H 4.715 -0.406 -0.723
H 5.024 -1.302 0.499
O 0.345 -5.842 1.150
H 0.831 -5.370 1.811
H 0.367 -5.531 0.249
*
```

Calculated values
Total energy ... -1298.8518 Eh
Highest occupied orbital energy ... -7.37 eV
Energy relative to the best compared isomer or geometry (same formula, charge and spin) ... 3.8782 eV
LUMO ... 2.11 eV


No. 6
This record from the Open Molecules 2025 dataset describes a 2-piece molecular cluster, C2H2O3S overall. The level of theory is wB97M-V/def2-TZVPD.

Structure (ORCA input):
```
! wB97M-V def2-TZVPD RIJCOSX def2/J DEFGRID3
* xyz 0 1
C -1.028 2.170 -0.300
C 0.523 -1.386 -0.376
O -2.052 2.513 0.103
O 0.040 1.905 -0.565
O 1.155 -2.394 -0.245
S 0.366 -0.353 1.026
H -0.009 -1.289 -1.406
H 1.005 -1.167 1.762
*
```

Calculated values
Total energy ... -701.3191 Eh
Highest occupied orbital energy ... -10.15 eV
Energy relative to the best compared isomer or geometry (same formula, charge and spin) ... 0.5812 eV
LUMO ... 0.44 eV
SMILES string ... O=C=O.O=CS


No. 7
This record from the Open Molecules 2025 dataset describes a 2-piece molecular cluster, C19H19N2 overall. The level of theory is wB97M-V/def2-TZVPD.

Structure (ORCA input):
```
! wB97M-V def2-TZVPD RIJCOSX def2/J DEFGRID3
* xyz 1 1
C -0.531 2.769 -1.071
C 0.571 3.524 -1.900
C 1.810 3.334 -1.077
C 1.558 2.554 0.037
C 0.195 2.183 0.104
C -0.500 1.659 1.243
C 0.204 1.244 2.402
C -0.480 0.820 3.536
C -1.882 0.784 3.550
C -2.600 1.200 2.420
C -1.927 1.620 1.278
H -1.309 3.477 -0.744
H -1.026 1.995 -1.675
H 0.648 3.077 -2.901
H 0.294 4.580 -2.022
H 2.770 3.767 -1.344
H 2.292 2.254 0.782
H 1.295 1.274 2.392
H 0.087 0.518 4.416
H -2.414 0.430 4.435
H -3.692 1.199 2.427
H -2.489 1.950 0.398
C -2.300 -3.657 -1.307
C -0.885 -3.197 -1.119
C -0.624 -1.855 -0.795
C 0.700 -1.441 -0.638
C 1.744 -2.384 -0.811
C 1.509 -3.713 -1.123
C 0.173 -4.109 -1.272
N 2.921 -1.664 -0.615
C 2.574 -0.367 -0.341
N 1.256 -0.208 -0.350
H -2.330 -4.729 -1.526
H -2.899 -3.472 -0.406
H -2.785 -3.124 -2.135
H -1.412 -1.111 -0.662
H 2.350 -4.397 -1.240
H -0.071 -5.144 -1.514
H 3.869 -2.025 -0.674
H 3.336 0.384 -0.157
*
```

Calculated values
Total energy ... -844.6801 Eh
Highest occupied orbital energy ... -11.11 eV
Energy relative to the best compared isomer or geometry (same formula, charge and spin) ... 0.9345 eV
LUMO ... -5.07 eV


No. 8
This record from the Open Molecules 2025 dataset describes a 2-piece molecular cluster, C5H4N2O overall. The level of theory is wB97M-V/def2-TZVPD.

Structure (ORCA input):
```
! wB97M-V def2-TZVPD RIJCOSX def2/J DEFGRID3
* xyz 0 1
C -2.466 1.850 -0.254
C -1.651 0.985 -0.361
C -0.972 -1.582 -0.057
C 2.262 0.123 0.201
C 0.110 -0.757 -0.363
N -1.851 -2.276 0.205
N 1.058 -0.439 0.560
O 2.580 0.363 -0.930
H -3.200 2.606 -0.214
H 2.904 0.308 1.076
H 0.365 -0.546 -1.395
H 0.861 -0.635 1.533
*
```

Calculated values
Total energy ... -377.4704 Eh
Highest occupied orbital energy (spin up / spin down) ... -9.61 / -9.62 eV
Energy relative to the best compared isomer or geometry (same formula, charge and spin) ... 5.2687 eV
LUMO (spin up / spin down) ... -1.98 / -1.98 eV